No. 1
Computed, not measured: 11 unconnected molecules or ions with the total composition C38H66O28 at a distorted geometry, with the ωB97M-V functional and the def2-TZVPD basis.

Structure (XYZ):
```
132
Properties=species:S:1:pos:R:3
C -3.426 2.353 2.536
O -3.361 2.761 3.884
C -4.264 3.640 4.313
O -5.279 4.031 3.674
O -3.865 4.099 5.529
C -4.373 5.354 5.930
H -4.251 2.758 1.950
H -3.528 1.268 2.526
H -2.459 2.614 2.105
H -5.418 5.410 5.625
H -3.798 6.123 5.414
H -4.222 5.472 7.004
C 5.934 2.471 -3.769
O 5.505 1.180 -3.735
C 4.346 0.814 -3.110
O 3.529 1.575 -2.533
O 4.306 -0.570 -3.218
C 3.197 -1.185 -2.769
H 6.338 2.972 -2.890
H 5.122 3.107 -4.121
H 6.655 2.542 -4.583
H 2.772 -0.912 -1.803
H 3.501 -2.225 -2.646
H 2.335 -1.110 -3.432
C 2.501 -1.810 7.570
O 1.319 -2.135 6.804
C 1.517 -2.314 5.498
O 2.562 -2.105 4.866
O 0.430 -2.932 5.053
C 0.398 -3.191 3.718
H 2.287 -1.526 8.600
H 3.095 -1.001 7.146
H 3.222 -2.628 7.552
H -0.558 -3.318 3.210
H 0.857 -4.150 3.478
H 0.928 -2.418 3.163
C 1.125 -4.024 -0.882
O 1.674 -5.119 -1.606
C 3.029 -5.207 -1.735
O 3.839 -4.517 -1.172
O 3.343 -6.252 -2.493
C 4.708 -6.504 -2.725
H 0.035 -4.021 -0.882
H 1.493 -3.080 -1.284
H 1.465 -4.080 0.152
H 5.076 -6.949 -1.800
H 5.234 -5.569 -2.921
H 4.871 -7.250 -3.502
C 3.258 3.935 -0.628
O 3.151 5.134 0.137
C 1.982 5.781 0.196
O 0.966 5.491 -0.385
O 2.018 6.732 1.162
C 3.116 7.030 2.034
H 2.713 3.171 -0.075
H 4.315 3.692 -0.741
H 2.877 3.913 -1.649
H 4.026 7.460 1.617
H 3.422 6.244 2.724
H 2.618 7.786 2.640
C -3.311 -2.874 2.203
O -4.681 -2.599 2.636
C -5.390 -1.612 2.114
O -4.871 -0.630 1.527
O -6.741 -1.749 2.333
C -7.166 -2.880 3.131
H -2.681 -1.999 2.363
H -3.161 -3.303 1.213
H -3.002 -3.690 2.856
H -6.497 -2.898 3.992
H -7.082 -3.834 2.610
H -8.139 -2.630 3.553
O -0.344 -3.644 -5.892
C -1.151 -3.127 -5.158
C -0.862 -2.661 -3.721
C -2.287 -2.376 -3.172
C -2.992 -2.075 -4.480
O -2.373 -2.775 -5.528
H -0.239 -3.406 -3.226
H -0.363 -1.722 -3.960
H -2.676 -3.257 -2.661
H -2.281 -1.516 -2.502
H -4.047 -2.296 -4.322
H -2.894 -1.032 -4.782
O 4.073 0.276 1.027
C 4.562 -0.815 1.315
C 3.942 -2.220 0.995
C 4.767 -3.050 1.965
C 6.149 -2.315 1.938
O 5.743 -0.976 1.828
H 2.887 -2.321 1.249
H 4.054 -2.454 -0.063
H 4.336 -3.048 2.966
H 4.843 -4.098 1.676
H 6.599 -2.465 2.920
H 6.859 -2.497 1.132
O -2.688 2.236 -0.340
C -3.566 1.704 -1.049
C -5.088 1.926 -1.087
C -5.397 1.456 -2.516
C -4.302 0.509 -2.882
O -3.158 0.860 -2.067
H -5.565 1.261 -0.367
H -5.325 2.971 -0.891
H -6.399 1.030 -2.563
H -5.356 2.247 -3.265
H -4.584 -0.532 -2.721
H -4.139 0.802 -3.919
O -0.353 -2.326 0.948
C -0.235 -1.146 0.554
C -0.270 0.145 1.364
C 0.258 1.208 0.456
C 0.119 0.586 -0.903
O -0.097 -0.802 -0.721
H -1.329 0.292 1.577
H 0.447 -0.011 2.170
H -0.261 2.158 0.587
H 1.332 1.295 0.616
H -0.673 0.981 -1.539
H 0.925 0.855 -1.586
O -0.565 0.963 -5.103
C -0.819 1.993 -4.501
C 0.079 2.916 -3.632
C -0.962 3.783 -2.939
C -2.169 3.746 -3.864
O -2.040 2.464 -4.552
H 0.826 2.303 -3.127
H 0.708 3.356 -4.405
H -1.186 3.347 -1.966
H -0.661 4.787 -2.640
H -3.149 3.788 -3.390
H -2.147 4.604 -4.536
```

Results
frontier orbital gap = 9.96 eV
HOMO = -9.6 eV
net charge = 0
structure (SMILES) = COC(=O)OC.COC(=O)OC.COC(=O)OC.COC(=O)OC.COC(=O)OC.COC(=O)OC.O=C1CCCO1.O=C1CCCO1.O=C1CCCO1.O=C1CCCO1.O=C1CCCO1

No. 2
Computed, not measured: a molecular structure, C6H5Cl2IrNO3Rh at a distorted geometry, with the ωB97M-V functional and the def2-TZVPD basis.

Structure (XYZ):
```
19
Properties=species:S:1:pos:R:3
Rh -0.087 -0.318 -4.119
Ir 0.190 1.713 -0.002
Cl -0.841 -1.944 -2.539
Cl -0.344 1.622 -2.373
C 1.418 3.042 0.137
C -0.076 -1.831 -5.168
C 0.441 0.731 -5.496
O 2.098 3.975 0.330
O -0.174 -2.967 -5.463
O 0.556 1.255 -6.535
C 0.028 -0.397 4.408
C -0.743 -0.998 3.227
C -0.407 -0.510 1.878
N -0.343 0.308 1.025
H 1.083 -0.676 4.355
H -0.373 -0.806 5.343
H -0.070 0.689 4.427
H -0.524 -2.081 3.247
H -1.832 -0.808 3.317
```

Results
frontier orbital gap (alpha / beta) = 7.86 / 4.91 eV
HOMO (alpha / beta) = -23.6 / -25.2 eV
spin multiplicity = 9
net charge = +4

No. 3
Computed, not measured: C5H13NOS in the gas phase at a distorted geometry, with the ωB97M-V functional and the def2-TZVPD basis.

Structure (XYZ):
```
21
Properties=species:S:1:pos:R:3
C 1.859 1.654 -1.850
N 1.006 1.319 -0.780
S -0.269 0.205 -1.076
O -0.155 -0.668 -2.203
C -0.530 -0.560 0.708
C -1.383 -1.748 0.402
C 0.919 -0.684 1.176
C -1.210 0.524 1.521
H 1.645 2.575 -2.399
H 1.919 0.911 -2.572
H 2.951 1.815 -1.500
H -1.551 0.757 -1.056
H -2.173 -1.553 -0.308
H -0.762 -2.670 -0.035
H -1.837 -2.350 1.144
H 1.372 0.198 0.689
H 1.330 -1.532 0.678
H 0.935 -0.603 2.229
H -0.435 1.321 1.788
H -2.004 0.908 0.946
H -1.625 0.179 2.497
```

Results
frontier orbital gap = 8.91 eV
HOMO = -8.4 eV
net charge = 0
structure (SMILES) = CN=[S@@H](=O)C(C)(C)C

No. 4
Computed, not measured: 8 unconnected molecules or ions with the total composition BH18O7 at a distorted geometry, with the ωB97M-V functional and the def2-TZVPD basis.

Structure (XYZ):
```
26
Properties=species:S:1:pos:R:3
B -0.341 -0.802 -1.020
H -0.303 -0.848 -2.286
H -0.090 0.335 -0.554
H -1.462 -1.191 -0.673
H 0.454 -1.523 -0.488
O -3.093 0.806 -1.933
H -2.707 1.343 -1.219
H -2.571 0.006 -1.851
O 2.688 -1.352 1.726
H 2.270 -2.131 1.372
H 1.994 -0.747 1.753
O 2.870 1.784 -1.187
H 2.159 2.346 -1.400
H 2.545 0.888 -1.279
O -1.805 -3.091 1.813
H -2.369 -2.306 1.702
H -1.350 -3.204 0.976
O -0.046 -0.430 2.567
H -0.235 -0.697 1.656
H 0.285 -1.146 3.126
O -1.071 2.539 -2.831
H -1.207 1.657 -2.488
H -1.670 3.086 -2.340
O 2.000 1.412 1.791
H 1.085 1.259 2.021
H 1.970 2.006 1.045
```

Results
frontier orbital gap = 9.46 eV
HOMO = -6.4 eV
net charge = -1

No. 5
Computed, not measured: a molecular structure, C5H14NO4 at a distorted geometry, with the ωB97M-V functional and the def2-TZVPD basis.

Structure (XYZ):
```
24
Properties=species:S:1:pos:R:3
C 1.235 -0.689 -1.416
C 1.392 -1.561 0.923
C 0.352 2.776 -0.290
C -2.774 -0.855 -0.345
C 0.314 0.554 0.615
N 0.609 -0.844 -0.065
O 0.902 0.835 1.755
O 0.174 1.396 -0.422
O -1.723 -1.071 0.529
O -1.329 0.025 1.279
H 2.012 -1.466 -1.663
H 0.461 -0.908 -2.204
H 1.498 0.305 -1.663
H 0.775 -1.642 1.823
H 1.626 -2.469 0.306
H 2.301 -1.074 1.197
H 0.686 3.170 -1.351
H 1.101 3.007 0.434
H -0.490 3.415 -0.103
H -3.039 -1.776 -0.906
H -2.553 -0.131 -1.099
H -3.586 -0.400 0.096
H -0.507 -1.228 -0.086
H 0.562 0.631 2.656
```

Results
frontier orbital gap = 11.11 eV
HOMO = -14.0 eV
net charge = +1

No. 6
Computed, not measured: 2 unconnected molecules or ions with the total composition C32H33N2 at a distorted geometry, with the ωB97M-V functional and the def2-TZVPD basis.

Structure (XYZ):
```
67
Properties=species:S:1:pos:R:3
C -4.426 -1.928 5.421
C -3.163 -1.351 5.599
C -2.049 -1.862 4.922
C -2.193 -2.948 4.045
C -0.982 -3.461 3.286
C -0.394 -2.557 2.176
C 0.635 -3.317 1.292
C 0.196 -3.103 -0.173
C -1.207 -2.479 -0.107
N -1.344 -2.013 1.243
C -3.437 -3.599 3.960
C -4.552 -3.069 4.618
H -5.301 -1.508 5.922
H -3.046 -0.495 6.264
H -1.057 -1.426 5.078
H -0.162 -3.603 4.011
H -1.226 -4.443 2.848
H 0.144 -1.727 2.670
H 1.633 -2.913 1.483
H 0.654 -4.389 1.525
H 0.880 -2.402 -0.658
H 0.202 -4.029 -0.759
H -1.342 -1.642 -0.806
H -1.975 -3.241 -0.330
H -2.287 -1.810 1.558
H -3.526 -4.523 3.379
H -5.526 -3.548 4.508
C 5.817 0.985 -4.496
N 4.981 2.031 -3.933
C 5.159 3.319 -4.575
C 3.817 1.739 -3.223
C 3.892 1.460 -1.836
C 2.735 1.267 -1.107
C 1.465 1.284 -1.744
C 0.240 1.263 -0.988
C -1.049 0.834 -1.485
C -2.059 1.367 -0.610
C -3.401 1.329 -0.959
C -3.766 0.675 -2.137
C -2.793 0.070 -2.951
C -1.433 0.148 -2.640
C -1.393 2.106 0.447
C 0.025 2.023 0.222
C 0.894 2.822 0.964
C 0.359 3.653 1.951
C -1.028 3.760 2.141
C -1.916 2.999 1.374
C 1.422 1.423 -3.155
C 2.570 1.687 -3.879
H 5.640 0.029 -3.991
H 5.624 0.857 -5.577
H 6.867 1.277 -4.366
H 4.566 4.089 -4.067
H 6.222 3.581 -4.501
H 4.872 3.287 -5.639
H 4.879 1.461 -1.369
H 2.801 1.080 -0.036
H -4.138 1.810 -0.314
H -4.818 0.614 -2.413
H -3.101 -0.444 -3.858
H -0.682 -0.295 -3.288
H 1.957 2.810 0.749
H 1.030 4.252 2.560
H -1.422 4.434 2.900
H -2.998 3.087 1.486
H 0.467 1.376 -3.675
H 2.548 1.835 -4.961
```

Results
frontier orbital gap = 4.43 eV
HOMO = -10.2 eV
net charge = +1

No. 7
Computed, not measured: a molecular structure, C3H6O4Ru at a distorted geometry, with the ωB97M-V functional and the def2-TZVPD basis.

Structure (XYZ):
```
14
Properties=species:S:1:pos:R:3
O 0.915 -0.426 -0.905
O 2.733 -1.031 0.278
C 1.754 -0.191 0.012
O 1.649 0.855 0.714
H -2.535 1.403 0.247
Ru -0.003 1.252 -0.319
O -1.806 0.796 0.076
H 2.630 -1.839 -0.242
C -2.163 -0.562 0.408
C -3.577 -0.741 0.771
H -1.860 -0.785 1.513
H -4.333 -0.528 0.012
H -1.747 -1.186 -0.394
H -3.910 -0.718 1.808
```

Results
frontier orbital gap (alpha / beta) = 7.73 / 6.96 eV
HOMO (alpha / beta) = -17.7 / -20.3 eV
spin multiplicity = 7
net charge = +2

No. 8
Computed, not measured: 4 unconnected molecules or ions with the total composition C4H14NO3 at a distorted geometry, with the ωB97M-V functional and the def2-TZVPD basis.

Structure (XYZ):
```
22
Properties=species:S:1:pos:R:3
O -0.723 0.004 -1.104
C 0.195 -0.272 -0.410
C 0.780 0.704 0.664
N 0.619 -0.019 1.836
C -3.526 -1.133 -1.231
C -0.014 2.016 0.604
H 0.622 -1.281 -0.386
H 1.845 0.894 0.420
H 1.374 0.241 2.493
H -3.290 -0.867 -2.265
H -2.582 -1.209 -0.703
H -4.119 -2.040 -1.239
H -4.128 -0.326 -0.819
H -1.037 1.841 0.932
H -0.048 2.291 -0.458
H 0.462 2.801 1.186
H 4.231 0.814 -2.437
H 4.709 0.996 -0.972
O 3.946 0.764 -1.501
H -1.630 -2.617 1.830
H -0.603 -1.375 2.030
O -1.231 -1.828 1.460
```

Results
frontier orbital gap = 5.79 eV
HOMO = -15.0 eV
net charge = +1